Here is a molecular structure, C16H48CuIO20S at a distorted geometry from the Open Molecules 2025 dataset. Energies are from ωB97M-V/def2-TZVPD.

```
87
Properties=species:S:1:pos:R:3
Cu 0.172 0.484 0.520
S -0.869 -2.680 -0.514
O -1.308 -2.619 -1.916
O -1.918 -3.297 0.331
O 0.385 -3.432 -0.395
O -0.524 -1.371 -0.029
I 1.094 3.034 1.533
C 3.966 0.531 -0.336
C 4.917 -0.505 0.289
O 4.804 -1.683 -0.424
O 2.604 0.129 -0.484
H 4.399 1.022 -1.208
H 3.942 1.288 0.447
H 4.655 -0.854 1.288
H 5.921 -0.079 0.275
H 3.946 -2.060 -0.217
H 2.710 -0.706 -0.946
C -0.394 -0.151 3.577
C 0.607 -1.086 3.034
O 1.415 -0.502 2.061
O -1.293 0.358 2.634
H 0.026 0.595 4.251
H -1.160 -0.758 4.060
H 0.131 -1.963 2.594
H 1.353 -1.305 3.798
H 2.139 -1.101 1.866
H -1.939 1.011 2.914
C -4.047 3.718 4.034
C -3.063 3.357 2.904
O -3.323 2.070 2.442
O -5.403 3.768 3.605
H -3.667 4.711 4.272
H -3.975 3.102 4.931
H -2.068 3.371 3.349
H -2.992 4.091 2.101
H -4.263 1.916 2.564
H -5.946 4.259 4.226
C -1.020 1.824 -1.967
C -2.220 1.322 -1.152
O -1.950 1.462 0.235
O 0.140 1.045 -1.639
H -0.837 2.864 -1.697
H -1.248 1.707 -3.026
H -2.419 0.336 -1.571
H -3.087 1.946 -1.370
H -2.756 1.614 0.733
H 0.698 1.279 -2.384
C 2.452 -5.383 0.972
C 2.791 -4.128 1.788
O 2.591 -2.927 1.022
O 1.046 -5.555 0.917
H 2.996 -6.223 1.405
H 2.960 -5.260 0.015
H 3.829 -4.211 2.111
H 2.054 -3.890 2.554
H 1.919 -3.128 0.367
H 0.740 -4.812 0.392
C 1.366 -1.340 -4.040
C 2.093 -2.548 -3.376
O 2.275 -2.153 -2.015
O -0.059 -1.520 -3.918
H 1.540 -1.287 -5.115
H 1.707 -0.364 -3.694
H 3.069 -2.734 -3.824
H 1.568 -3.500 -3.445
H 1.598 -2.617 -1.517
H -0.369 -1.773 -3.046
C -4.369 -1.013 0.773
C -5.527 -0.027 0.592
O -5.853 0.443 1.842
O -4.773 -2.170 1.447
H -3.612 -0.536 1.396
H -3.955 -1.286 -0.197
H -6.472 -0.300 0.123
H -5.056 0.812 0.080
H -6.516 -0.125 2.241
H -5.502 -1.939 2.028
C 2.344 3.377 -3.186
C 2.884 4.670 -3.731
O 3.941 4.351 -4.622
O 1.479 2.595 -4.008
H 1.734 3.561 -2.302
H 3.148 2.793 -2.739
H 3.245 5.326 -2.939
H 2.067 5.196 -4.226
H 4.428 5.146 -4.849
H 1.863 2.416 -4.869
```

- frontier orbital gap (spin up / spin down) (eV) = 7.20 / 6.12
- 2S+1 = 2
- lowest unoccupied orbital energy (spin up / spin down) (Eh) = 0.069 / 0.030
- net charge = -1

Here is a gas-phase ion, C5H4NO2 (charge -1) at a distorted geometry from the Open Molecules 2025 dataset. Energies are from ωB97M-V/def2-TZVPD.

```
12
Properties=species:S:1:pos:R:3
C 1.626 1.441 0.613
C 1.688 -1.101 -0.570
C 1.595 0.778 1.925
C 0.358 -0.375 -0.701
C 0.239 0.784 0.307
N 0.299 0.223 1.640
O 1.805 -2.313 -0.641
O 2.304 0.624 2.962
H 0.257 0.101 -1.661
H -0.454 -0.998 -0.650
H -0.687 1.414 0.064
H -0.551 -0.161 2.232
```

- frontier orbital gap (spin up / spin down) (eV) = 7.07 / 6.55
- lowest unoccupied orbital energy (spin up / spin down) (Eh) = 0.149 / 0.132
- net charge = -1

Here is 2 unconnected molecules or ions with the total composition C5H9NO at a distorted geometry from the Open Molecules 2025 dataset. Energies are from ωB97M-V/def2-TZVPD.

```
16
Properties=species:S:1:pos:R:3
C -1.499 0.596 -1.036
N 1.281 -0.189 -0.346
C -0.951 -0.329 -0.036
C -1.338 -1.420 0.575
O 1.753 -1.435 0.201
H 1.018 -2.039 0.016
H 1.974 0.063 -1.062
H -1.052 0.415 -2.015
H -2.587 0.467 -1.108
H -1.297 1.635 -0.769
H -0.752 -1.922 1.337
H -2.322 -1.843 0.362
C 1.216 0.853 0.643
C 2.109 1.771 0.745
H 2.249 2.643 1.364
H 0.197 0.734 1.130
```

- frontier orbital gap (spin up / spin down) (eV) = 9.87 / 6.83
- lowest unoccupied orbital energy (spin up / spin down) (Eh) = 0.025 / -0.021

Here is 18 unconnected molecules or ions with the total composition C19H43Cl34IO3P2S at a distorted geometry from the Open Molecules 2025 dataset. Energies are from ωB97M-V/def2-TZVPD.

```
103
Properties=species:S:1:pos:R:3
C -1.977 -0.286 -4.184
P -2.000 -0.983 -2.475
C -1.501 -2.811 -3.034
S -2.504 -3.979 -2.143
O -3.865 -3.967 -2.566
O -2.282 -3.733 -0.762
P -2.650 1.055 -1.634
O -4.131 1.332 -2.325
I -3.173 0.518 0.706
H -2.260 -0.985 -4.958
H -2.644 0.560 -4.285
H -0.990 0.100 -4.430
H -3.197 -1.535 -1.944
H -0.817 -0.862 -1.732
H -0.479 -3.086 -2.784
H -1.668 -2.996 -4.087
H -2.031 -5.210 -2.457
H -4.443 0.554 -2.826
C 2.057 0.851 -2.038
Cl 0.690 1.344 -1.045
Cl 1.706 -0.611 -2.972
H 2.288 1.652 -2.726
H 2.903 0.653 -1.393
C 0.820 3.779 1.872
Cl 2.016 4.104 0.604
Cl -0.773 3.408 1.196
H 1.157 2.931 2.455
H 0.738 4.658 2.499
C -7.463 0.892 -3.779
Cl -6.589 -0.548 -4.328
Cl -6.758 2.373 -4.433
H -8.490 0.821 -4.113
H -7.418 0.936 -2.697
C 4.464 3.526 3.423
Cl 3.138 4.004 4.489
Cl 4.083 2.074 2.490
H 4.662 4.335 2.731
H 5.335 3.323 4.034
C -3.929 -3.594 -6.329
Cl -4.206 -2.392 -5.061
Cl -2.241 -4.121 -6.428
H -4.545 -4.458 -6.117
H -4.202 -3.156 -7.281
C 0.857 3.533 -4.531
Cl -0.508 4.026 -3.530
Cl 0.489 2.057 -5.454
H 1.084 4.329 -5.228
H 1.709 3.345 -3.891
C 4.807 5.285 -4.583
Cl 3.437 5.743 -3.572
Cl 4.491 3.793 -5.489
H 5.001 6.084 -5.288
H 5.667 5.125 -3.945
C 6.091 2.670 -1.828
Cl 7.106 4.119 -1.856
Cl 4.369 3.059 -1.736
H 6.268 2.104 -2.735
H 6.357 2.084 -0.957
C 2.354 -2.883 0.689
Cl 3.238 -1.349 0.812
Cl 1.362 -2.947 -0.770
H 3.068 -3.693 0.660
H 1.707 -2.980 1.552
C 2.781 -7.092 1.964
Cl 3.662 -5.563 2.086
Cl 1.792 -7.166 0.502
H 3.498 -7.903 1.941
H 2.133 -7.182 2.827
C -9.144 4.885 -2.684
Cl -9.315 6.376 -1.753
Cl -9.013 3.465 -1.642
H -10.016 4.770 -3.316
H -8.245 4.951 -3.285
C 3.571 -3.713 5.934
Cl 3.246 -3.290 4.249
Cl 2.079 -3.843 6.878
H 4.079 -4.669 5.960
H 4.194 -2.944 6.370
C 4.249 -1.959 9.433
Cl 5.192 -3.411 9.066
Cl 4.995 -0.511 8.746
H 3.259 -2.078 9.009
H 4.194 -1.847 10.508
C -4.411 -2.699 3.070
Cl -4.168 -1.197 3.977
Cl -3.915 -4.113 4.012
H -5.464 -2.793 2.832
H -3.820 -2.656 2.162
C -6.987 -2.877 6.014
Cl -8.085 -3.688 4.887
Cl -7.836 -1.707 7.032
H -6.530 -3.624 6.651
H -6.233 -2.353 5.442
C 0.200 6.487 -7.031
Cl -0.236 7.736 -5.863
Cl 1.918 6.065 -6.937
H -0.385 5.598 -6.823
H -0.010 6.852 -8.028
C 8.534 -2.028 10.026
Cl 8.758 -0.433 10.753
Cl 9.043 -3.328 11.110
H 7.483 -2.161 9.804
H 9.125 -2.082 9.120
```

- frontier orbital gap (eV) = 7.39
- lowest unoccupied orbital energy (Eh) = 0.007

Here is a molecular structure, C63H43N7O2Y at a distorted geometry from the Open Molecules 2025 dataset. Energies are from ωB97M-V/def2-TZVPD.

```
116
Properties=species:S:1:pos:R:3
Y -0.317 -0.380 0.131
C -3.883 -1.688 6.965
C -4.747 -1.622 5.880
C -4.246 -1.445 4.597
C -2.874 -1.334 4.380
C -2.014 -1.413 5.476
C -2.514 -1.583 6.762
C -2.316 -1.153 3.003
C -1.498 -2.189 2.516
C -1.426 -3.500 3.110
C -0.724 -4.287 2.261
C -0.335 -3.471 1.139
C 0.304 -3.948 -0.018
C 0.714 -5.385 -0.015
C 0.124 -6.294 -0.893
C 0.493 -7.631 -0.876
C 1.460 -8.077 0.017
C 2.055 -7.179 0.892
C 1.681 -5.842 0.876
C 0.529 -3.214 -1.195
N 0.161 -1.914 -1.419
C 0.458 -1.625 -2.730
C 0.121 -0.448 -3.414
C 0.521 -0.367 -4.856
C 1.588 0.422 -5.272
C 1.953 0.474 -6.612
C 1.246 -0.262 -7.553
C 0.173 -1.046 -7.148
C -0.185 -1.099 -5.809
C -0.610 0.632 -2.889
C -0.932 1.838 -3.606
C -1.644 2.625 -2.764
C -1.807 1.894 -1.529
N -1.148 0.698 -1.634
C -2.547 2.330 -0.416
C -2.768 1.596 0.765
C -3.629 2.004 1.848
C -3.562 1.042 2.799
C -2.672 0.019 2.310
N -2.215 0.384 1.074
C -3.168 3.687 -0.489
C -4.170 3.976 -1.414
C -4.734 5.243 -1.470
C -4.299 6.241 -0.608
C -3.302 5.963 0.318
C -2.745 4.693 0.378
C 1.115 -2.762 -3.325
C 1.156 -3.736 -2.386
N -0.792 -2.194 1.337
H -4.275 -1.828 7.966
H -5.816 -1.716 6.030
H -4.923 -1.408 3.751
H -0.942 -1.348 5.322
H -1.832 -1.638 7.602
H -1.906 -3.794 4.031
H -0.526 -5.342 2.365
H -0.640 -5.950 -1.580
H 0.023 -8.328 -1.559
H 1.744 -9.122 0.034
H 2.812 -7.519 1.587
H 2.156 -5.142 1.558
H 2.143 1.002 -4.544
H 2.790 1.090 -6.919
H 1.529 -0.224 -8.598
H -0.389 -1.617 -7.877
H -1.026 -1.708 -5.493
H -0.644 2.050 -4.626
H -2.044 3.606 -2.968
H -4.228 2.901 1.865
H -4.075 1.029 3.748
H -4.520 3.195 -2.079
H -5.518 5.450 -2.188
H -4.739 7.229 -0.653
H -2.955 6.738 0.990
H -1.967 4.473 1.103
H 1.480 -2.808 -4.340
H 1.581 -4.724 -2.486
C 5.429 0.262 -1.581
C 4.546 -0.515 -0.636
C 4.249 -1.858 -0.891
C 3.436 -2.583 -0.038
C 2.864 -1.969 1.075
C 3.158 -0.640 1.341
C 4.009 0.072 0.499
H 4.957 0.358 -2.563
H 6.381 -0.250 -1.735
H 5.637 1.263 -1.203
H 4.684 -2.343 -1.760
H 3.258 -3.635 -0.229
H 2.258 -2.541 1.769
H 2.786 -0.176 2.246
H 4.261 1.103 0.734
O 3.264 6.304 -0.565
N 2.439 6.267 0.327
O 2.194 7.195 1.065
C 1.818 4.952 0.652
C 1.177 4.895 1.830
C 0.657 3.660 2.320
C 0.097 3.555 3.606
C -0.253 2.321 4.077
C -0.075 1.217 3.239
N 0.378 1.290 1.999
C 0.770 2.504 1.544
C 1.377 2.587 0.233
N 1.409 1.444 -0.494
C 2.056 1.455 -1.642
C 2.631 2.606 -2.177
C 2.551 3.782 -1.486
C 1.940 3.797 -0.214
H 1.109 5.786 2.438
H -0.023 4.446 4.212
H -0.663 2.181 5.068
H -0.315 0.227 3.602
H 2.131 0.509 -2.162
H 3.128 2.570 -3.137
H 2.968 4.683 -1.897
```

- frontier orbital gap (eV) = 5.68
- lowest unoccupied orbital energy (Eh) = -0.137
- net charge = +1

Here is 2 unconnected molecules or ions with the total composition CH6N2O at a distorted geometry from the Open Molecules 2025 dataset. Energies are from ωB97M-V/def2-TZVPD.

```
10
Properties=species:S:1:pos:R:3
C -0.077 1.144 0.282
N 0.315 -0.021 0.797
N 1.028 -0.785 -0.015
O -1.759 -0.664 -0.867
H -1.183 -1.349 -0.470
H 1.274 -1.682 0.404
H 1.801 -0.357 -0.529
H -0.276 1.919 1.034
H 0.571 1.603 -0.483
H -1.694 0.191 -0.153
```

- frontier orbital gap (eV) = 9.84
- lowest unoccupied orbital energy (Eh) = 0.016

Here is a gas-phase ion, CH4ClN2O (charge +1) at a distorted geometry from the Open Molecules 2025 dataset. Energies are from ωB97M-V/def2-TZVPD.

```
9
Properties=species:S:1:pos:R:3
C -0.020 -0.629 -0.051
N 1.106 -1.211 0.006
N -0.087 1.177 0.039
O -1.377 1.533 -0.014
Cl -1.433 -1.462 -0.023
H 2.009 -0.750 0.286
H 1.082 -2.311 -0.180
H 0.365 1.502 -0.860
H -1.644 2.151 0.798
```

- frontier orbital gap (eV) = 10.04
- lowest unoccupied orbital energy (Eh) = -0.186
- net charge = +1

Here is a molecular structure, C28H33F10N5OPt at a distorted geometry from the Open Molecules 2025 dataset. Energies are from ωB97M-V/def2-TZVPD.

```
78
Properties=species:S:1:pos:R:3
Pt -1.139 0.341 -0.167
C -2.042 -3.293 -0.301
N -2.517 -1.939 -0.405
C -3.289 -1.539 0.752
C -2.436 -1.472 2.031
N -1.069 -1.134 1.726
C -0.210 -0.799 2.665
C -0.414 -0.179 3.956
F -1.673 -0.115 4.507
C 0.609 0.344 4.712
F 0.332 0.968 5.896
C 1.941 0.228 4.315
F 2.958 0.814 5.030
C 2.211 -0.564 3.194
F 3.513 -0.873 2.907
C 1.189 -1.080 2.446
F 1.511 -2.030 1.524
C -3.165 -1.661 -1.668
C -2.145 -1.470 -2.797
N -1.384 -0.267 -2.590
C -0.245 -0.087 -3.197
C 0.506 -0.962 -4.061
F -0.008 -2.167 -4.489
C 1.786 -0.692 -4.497
F 2.448 -1.618 -5.254
C 2.422 0.502 -4.194
F 3.709 0.755 -4.597
C 1.703 1.443 -3.455
F 2.289 2.644 -3.178
C 0.430 1.173 -3.023
F -0.216 2.144 -2.325
H -2.875 -4.025 -0.218
H -1.401 -3.373 0.574
H -1.449 -3.549 -1.177
H -4.150 -2.224 0.926
H -3.665 -0.533 0.551
H -2.440 -2.466 2.516
H -2.938 -0.778 2.720
H -3.717 -0.726 -1.569
H -3.873 -2.472 -1.953
H -2.699 -1.398 -3.752
H -1.519 -2.368 -2.859
C 2.447 -2.847 -1.384
N 2.978 -1.548 -1.059
C 4.367 -1.476 -0.688
C 4.846 -0.048 -0.906
C 3.997 0.865 -0.034
N 2.591 0.600 -0.225
C 1.697 1.652 0.196
C 2.079 -0.576 -0.672
O 0.884 -0.773 -0.820
H 2.789 -3.158 -2.375
H 1.362 -2.757 -1.382
H 2.748 -3.598 -0.646
H 4.928 -2.177 -1.319
H 4.516 -1.764 0.366
H 4.713 0.216 -1.957
H 5.902 0.053 -0.646
H 4.180 1.915 -0.294
H 4.265 0.727 1.024
H 1.765 2.504 -0.484
H 1.950 1.978 1.207
H 0.635 1.280 0.181
C -3.585 2.290 2.386
C -2.721 2.801 1.209
C -1.382 3.284 1.781
C -3.449 4.010 0.589
C -2.538 1.735 0.161
H -3.795 3.102 3.089
H -3.055 1.501 2.915
H -4.534 1.893 2.027
H -1.536 4.024 2.572
H -0.783 3.730 0.991
H -0.832 2.439 2.190
H -3.628 4.789 1.334
H -4.412 3.704 0.179
H -2.849 4.422 -0.219
H -3.420 1.707 -0.505
```

- frontier orbital gap (spin up / spin down) (eV) = 4.16 / 5.28
- 2S+1 = 3
- lowest unoccupied orbital energy (spin up / spin down) (Eh) = 0.174 / 0.173
- net charge = -2

Here is C4H10O2 in the gas phase from the Open Molecules 2025 dataset. Energies are from ωB97M-V/def2-TZVPD.

```
16
Properties=species:S:1:pos:R:3
C -2.130 -0.464 -0.232
C -1.016 0.230 0.549
C 0.373 -0.368 0.259
O 0.437 -0.904 -1.049
C 1.466 0.712 0.290
O 2.690 0.177 -0.216
H -3.083 0.063 -0.112
H -1.875 -0.487 -1.293
H -2.268 -1.498 0.099
H -1.023 1.303 0.315
H -1.215 0.156 1.626
H 0.541 -1.191 0.976
H 1.387 -1.086 -1.145
H 1.643 1.144 1.282
H 1.104 1.501 -0.382
H 2.967 0.713 -0.968
```

- frontier orbital gap (eV) = 10.89
- lowest unoccupied orbital energy (Eh) = 0.029